{
  "formula": "C10H16",
  "method": "ωB97M-V with the def2-TZVPD basis set",
  "elements": ["C", "C", "C", "C", "C", "C", "C", "H", "H", "H", "H", "H", "H", "H", "H", "C", "C", "C", "H", "H", "H", "H", "H", "H", "H", "H"],
  "xyz": [[0.9433, -1.0356, 2.1611], [-1.8014, 2.1814, 1.5019], [-1.9361, 1.4158, 2.6468], [-0.6491, 2.0629, 0.7298], [-1.0950, 0.3160, 2.7993], [0.3220, 1.1366, 1.0607], [0.0509, 0.1619, 2.0318], [-2.4529, 3.0261, 1.3107], [-2.7175, 1.5505, 3.3830], [-0.5384, 2.7142, -0.1074], [-1.3662, -0.4346, 3.5247], [1.2200, 0.9970, 0.4804], [1.6389, -0.9941, 2.9949], [1.4508, -1.2496, 1.2187], [0.3653, -1.9571, 2.2921], [0.9318, -0.7941, -3.1069], [1.2179, 0.0206, -1.8460], [-0.2017, -1.8090, -2.8401], [0.6268, -0.2584, -4.0072], [1.7718, -1.3974, -3.4618], [0.2872, 0.1509, -1.3053], [1.6672, 0.9886, -2.0507], [0.1528, -2.6774, -2.2803], [-0.9388, -1.3409, -2.1803], [1.8149, -0.6548, -1.2326], [-0.7647, -2.1193, -3.7172]],
  "orbital_gap_ha": 0.367,
  "de_lowest_kcal_mol": 16.4,
  "homo_energy_ev": -9.020,
  "total_energy_ha": -390.60981,
  "total_charge": 0,
  "smiles": "Cc1ccccc1.CCC"
}